# 1
{
  "formula": "C6H12N3S",
  "method": "ωB97M-V with the def2-TZVPD basis set",
  "elements": ["C", "C", "C", "N", "C", "C", "S", "N", "N", "C", "H", "H", "H", "H", "H", "H", "H", "H", "H", "H", "H", "H"],
  "xyz": [[0.738, 1.136, -1.465], [0.971, 0.650, 0.015], [-0.146, -0.203, 0.321], [-1.351, 0.131, 1.152], [-1.990, 1.368, 1.371], [-2.094, -1.096, 1.279], [-3.501, -1.244, 2.130], [-1.366, -2.065, 0.724], [-0.235, -1.486, 0.079], [0.828, -2.286, -0.465], [0.531, 0.320, -2.117], [1.640, 1.708, -1.845], [-0.112, 1.780, -1.353], [1.072, 1.532, 0.597], [1.873, 0.025, 0.128], [-2.604, 1.287, 2.313], [-1.276, 2.107, 1.478], [-2.646, 1.746, 0.553], [-1.707, -3.016, 0.648], [1.689, -1.865, -0.093], [0.839, -2.270, -1.581], [0.796, -3.373, -0.048]],
  "e_lumo_ev": -3.9,
  "homo_lumo_gap_ev": 8.47,
  "de_lowest_kj_mol": 133.0,
  "mol_weight_g_mol": 158.25,
  "smiles": "CCc1n(C)c(=S)[nH][n+]1C",
  "total_charge": 1
}

=====

# 2
{
  "formula": "C6H12N4",
  "method": "ωB97M-V with the def2-TZVPD basis set",
  "elements": ["C", "C", "C", "C", "C", "C", "N", "N", "N", "N", "H", "H", "H", "H", "H", "H", "H", "H", "H", "H", "H", "H"],
  "xyz": [[-0.910, -0.047, -1.552], [-1.160, 0.466, -0.254], [1.359, -0.733, 0.754], [-2.353, 1.430, -0.303], [-0.244, -1.724, 2.221], [0.641, 1.707, -2.287], [-0.748, 0.211, 0.917], [0.152, -0.843, 1.214], [2.272, -1.644, 1.157], [-0.217, 0.570, -2.442], [-2.373, 1.728, -1.400], [-3.119, 0.753, 0.209], [-2.147, 2.260, 0.293], [0.142, -1.446, 3.243], [-1.370, -1.980, 2.249], [0.185, -2.748, 1.988], [1.668, 1.486, -2.576], [0.359, 2.474, -2.934], [0.556, 2.125, -1.320], [3.113, -1.688, 0.677], [1.971, -2.423, 1.866], [-0.471, 0.236, -3.336]],
  "e_lumo_ev": 0.9,
  "homo_lumo_gap_ev": 8.55,
  "de_lowest_kj_mol": 500.3,
  "mol_weight_g_mol": 140.19,
  "total_charge": 0
}

=====

# 3
{
  "formula": "C6H12N4",
  "method": "ωB97M-V with the def2-TZVPD basis set",
  "elements": ["C", "C", "C", "C", "C", "C", "N", "N", "N", "N", "H", "H", "H", "H", "H", "H", "H", "H", "H", "H", "H", "H"],
  "xyz": [[-3.812, 0.079, -0.124], [-2.709, 0.820, -0.337], [-2.201, -1.256, 0.151], [-0.143, 2.082, 0.789], [1.169, 1.666, -1.165], [0.783, -1.103, 2.472], [-3.482, -1.177, 0.278], [-1.638, -0.089, -0.206], [0.170, 1.305, -0.238], [-0.349, 0.173, -0.566], [-4.845, 0.461, 0.062], [-2.519, 1.797, -0.754], [-1.594, -2.110, 0.375], [0.830, -0.300, 1.729], [0.442, 2.995, 0.899], [-1.130, 1.907, 1.268], [1.016, 2.564, -1.757], [2.118, 1.891, -0.636], [1.532, 0.808, -1.631], [-0.185, -0.974, 2.957], [0.765, -2.089, 2.007], [1.454, -0.891, 3.312]],
  "e_lumo_ev": 0.3,
  "homo_lumo_gap_ev": 8.16,
  "de_lowest_kj_mol": 372.8,
  "mol_weight_g_mol": 140.19,
  "total_charge": 0
}

=====

# 4
{
  "formula": "C6H12N4",
  "method": "ωB97M-V with the def2-TZVPD basis set",
  "elements": ["C", "N", "C", "N", "N", "H", "H", "H", "C", "N", "C", "C", "C", "H", "H", "H", "H", "H", "H", "H", "H", "H"],
  "xyz": [[-0.684, -2.047, -0.654], [0.478, -2.217, -0.024], [1.377, -1.791, -0.880], [0.779, -1.408, -2.014], [-0.553, -1.479, -1.827], [-1.518, -2.406, -0.080], [2.479, -1.859, -0.893], [1.104, -0.998, -2.922], [-2.031, 1.068, -0.327], [-0.617, 1.173, -0.435], [0.177, 0.915, 0.500], [-0.224, 0.513, 1.960], [1.569, 1.385, 0.345], [-2.499, 1.800, -0.976], [-2.484, 0.048, -0.255], [-2.193, 1.573, 0.665], [0.226, -0.350, 2.375], [0.090, 1.378, 2.604], [-1.409, 0.301, 1.867], [2.076, 1.442, 1.319], [1.683, 2.307, -0.123], [2.175, 0.652, -0.224]],
  "e_lumo_ev": 0.9,
  "homo_lumo_gap_ev": 9.66,
  "de_lowest_kj_mol": 155.4,
  "mol_weight_g_mol": 140.19,
  "smiles": "c1nc[nH]n1.CN=C(C)C",
  "total_charge": 0
}

=====

The records above yield highest occupied orbital energy values of -12.40 -7.66 -7.90 -8.78 eV, respectively.